Entry 1:
The following is a quantum chemistry calculation of an isolated ion of composition C5H12NO and charge -1, from the OMol25 dataset.

```
19
Properties=species:S:1:pos:R:3:forces:R:3
C 1.463140 -1.644562 1.659361 -1.6 -4.0 -2.0
N 0.245599 -1.337322 0.979428 -1.0 0.6 0.3
C 0.142117 -0.045137 0.261516 0.2 -0.7 0.5
C -0.259147 1.056727 1.248436 -0.4 2.4 -3.1
C -0.942157 -0.215316 -0.738712 -1.1 -1.7 -3.3
C -0.620134 0.638322 -2.074838 -2.1 0.8 3.7
O -0.049061 1.730514 -1.634718 1.5 2.2 -0.3
H 2.348756 -1.483454 1.154337 1.6 1.3 -1.9
H 1.496994 -2.763850 1.614021 0.1 0.2 0.5
H 1.700083 -1.451596 2.619770 0.0 1.5 3.7
H -0.640426 -1.500901 1.526838 1.6 0.2 -0.6
H 1.104239 0.127065 -0.281446 -0.7 0.1 0.6
H -0.525272 2.063804 0.660726 1.0 -2.2 1.0
H 0.530365 1.257887 1.940340 0.1 0.0 1.1
H -1.242374 0.758239 1.561155 -0.3 -0.3 1.3
H -1.229013 -1.310535 -1.004809 0.9 1.2 0.5
H -1.886701 0.172702 -0.449940 -0.9 0.7 0.9
H -0.104352 0.031725 -2.715881 2.0 -2.0 -2.3
H -1.581916 0.875849 -2.537936 -0.9 -0.4 -0.6
```
Positions in Å, forces in eV/Å.

Properties
**Frontier orbital gap**: 0.216 Eh
**2S+1**: 1
**HOMO level**: -2.02 eV
**Net charge**: -1
**Energy above the lowest of the compared OMol25 structures with the same formula, charge and spin**: 220.7 kJ/mol


Entry 2:
The following is a quantum chemistry calculation of a 3-piece molecular cluster, C4H17N2O2 overall, from the OMol25 dataset.

```
25
Properties=species:S:1:pos:R:3:forces:R:3
C 1.935910 -0.962181 -0.143899 0.0 -1.6 0.1
C 0.509432 -1.406875 0.266799 -0.4 2.2 1.1
C -0.413403 -0.157439 0.678103 -0.5 -1.2 -2.8
C -1.062269 0.424744 -0.618223 0.1 -1.1 1.8
N -0.061003 0.651553 -1.678800 0.0 1.7 -1.1
N -0.104084 -2.138078 -0.815401 0.0 -0.6 -0.9
H 2.578117 -1.465162 0.584800 0.5 1.2 0.2
H 2.296640 -1.463948 -1.044120 -0.5 0.0 -0.4
H 2.043703 0.101129 -0.329623 0.5 0.1 0.7
H 0.576010 -1.961041 1.211824 0.1 -0.2 -0.4
H -1.284962 -0.638726 1.125244 0.4 0.6 0.7
H -0.009693 0.701429 1.211115 0.5 -0.7 0.6
H -1.588587 1.322640 -0.295181 0.1 0.2 -0.8
H -1.747224 -0.343782 -0.924417 -0.5 0.3 -0.7
H 0.596289 1.367700 -1.340404 0.1 0.0 -0.2
H 0.453091 -0.188004 -1.967938 -0.2 -0.4 0.5
H -0.471816 1.052453 -2.544159 0.1 -0.3 0.6
H 0.225009 -3.097390 -0.821566 0.0 0.1 -0.2
H -1.108745 -2.167331 -0.939401 0.1 0.0 0.7
H 1.680755 3.920517 -0.193430 0.0 -0.3 -0.4
H 0.265644 4.204579 -0.595657 0.1 -0.2 -0.3
O 1.008785 3.629302 -0.833540 -0.1 0.1 0.7
H -2.593437 0.024787 2.992426 -0.1 -0.2 -0.2
H -1.694574 -0.652916 3.958606 0.1 -0.4 -0.1
O -2.029584 -0.757959 3.056831 -0.2 0.5 0.7
```
Positions in Å, forces in eV/Å.

Properties
**Frontier orbital gap**: 0.375 Eh
**2S+1**: 1
**HOMO level**: -13.12 eV
**Net charge**: +1
**Energy above the lowest of the compared OMol25 structures with the same formula, charge and spin**: 159.8 kJ/mol


Entry 3:
The following is a quantum chemistry calculation of a 2-piece molecular cluster, C4H4O3 overall, from the OMol25 dataset.

```
11
Properties=species:S:1:pos:R:3:forces:R:3
O -0.997975 2.153688 -1.948338 0.6 -1.1 1.4
C -0.640542 1.475436 -1.084036 -0.6 0.1 -0.4
O -1.850380 0.156646 -0.362785 0.2 0.4 -0.2
C -1.109651 -0.184735 0.683340 0.3 -0.1 0.1
C 0.349749 -0.008909 0.390654 0.1 0.1 -0.1
C 1.487963 -0.657405 -0.217916 0.1 0.0 -0.3
O 1.405005 -0.127428 1.157392 -0.2 0.5 -0.1
H -0.990263 -1.286073 0.864395 -0.5 0.0 -0.2
H -1.340022 0.266336 1.670887 0.0 0.0 -0.3
H 2.103788 -0.048748 -0.869306 0.0 -0.1 0.0
H 1.582333 -1.738804 -0.284285 -0.1 0.2 0.1
```
Positions in Å, forces in eV/Å.

Properties
**Frontier orbital gap (spin up / spin down)**: 0.328 / 0.328 Eh
**2S+1**: 1
**HOMO level (spin up / spin down)**: -9.21 / -9.21 eV
**Energy above the lowest of the compared OMol25 structures with the same formula, charge and spin**: 488.2 kJ/mol


Entry 4:
The following is a quantum chemistry calculation of one molecule with the formula C6H9NS, from the OMol25 dataset.

```
17
Properties=species:S:1:pos:R:3:forces:R:3
C -1.760911 -1.350194 0.472510 -0.2 0.1 0.4
C -0.946701 -0.514233 -0.496704 0.1 0.7 1.1
C 0.500477 -0.703909 -0.357240 0.8 -1.7 -0.1
C 1.151781 0.374801 0.063326 -1.6 -0.3 -1.2
C 2.497798 0.422919 0.390435 3.5 -0.3 0.0
S 3.689213 -0.582255 -0.142386 -0.7 0.3 0.3
C 0.236442 1.544828 -0.001085 0.0 0.8 -0.6
N -1.066904 0.920546 -0.176559 -1.2 0.3 -0.7
H -1.772149 -2.372375 0.096022 0.2 -0.3 0.7
H -1.528424 -1.156685 1.531209 0.8 -0.7 -0.4
H -2.778616 -1.024563 0.507892 -0.9 0.3 -0.7
H -1.271544 -0.822235 -1.479229 -0.2 0.3 -0.8
H 0.980020 -1.666823 -0.557694 -0.1 0.3 0.4
H 2.887447 1.239827 0.995736 -0.5 0.2 0.1
H 0.486192 2.227372 -0.871001 0.0 -0.6 0.9
H 0.340385 2.112861 0.919549 -0.4 0.4 0.1
H -1.644506 1.350111 -0.894783 0.3 0.3 0.4
```
Positions in Å, forces in eV/Å.

Properties
**Frontier orbital gap**: 0.287 Eh
**2S+1**: 1
**HOMO level**: -8.53 eV
**Energy above the lowest of the compared OMol25 structures with the same formula, charge and spin**: 160.0 kJ/mol


Entry 5:
The following is a quantum chemistry calculation of one molecule with the formula C16H15N5OS, from the OMol25 dataset.

```
38
Properties=species:S:1:pos:R:3:forces:R:3
C 5.684224 3.323747 -2.934830 0.0 0.0 0.0
C 4.678996 3.613802 -1.861670 -0.1 0.0 0.1
C 4.672019 4.850643 -1.224343 0.0 0.0 0.0
C 3.744764 5.122388 -0.236402 0.1 0.0 -0.1
C 2.806968 4.175972 0.138355 -0.2 0.0 0.2
C 2.805092 2.937281 -0.490794 0.1 0.4 0.0
N 1.890906 1.923115 -0.176426 0.3 -0.3 -0.4
C 0.956168 1.894616 0.802150 -0.2 -0.5 0.0
O 0.704676 2.793684 1.571947 0.0 0.2 0.1
C 0.148580 0.601415 0.843993 -0.1 -0.4 0.1
S 1.117596 -0.888475 0.408142 0.4 0.4 0.1
C -0.197311 -2.007691 0.277888 -0.5 -0.7 -0.2
N -0.026634 -3.283835 -0.013267 0.8 0.1 0.0
N -1.276294 -3.769451 -0.006639 -0.5 0.5 0.2
C -2.153920 -2.782336 0.286434 0.8 -0.2 -0.1
C -3.588373 -2.923585 0.394720 -0.8 -0.1 0.1
C -4.363828 -1.823354 0.768947 0.1 -0.3 -0.1
C -5.732783 -1.976538 0.875696 0.1 -0.1 0.0
C -6.280411 -3.224045 0.605919 -0.1 0.3 0.1
N -5.556001 -4.270604 0.247101 -0.3 -0.5 -0.1
C -4.250379 -4.127517 0.142980 0.4 0.4 0.1
N -1.485771 -1.655665 0.467916 -0.5 0.0 0.1
C 3.740999 2.666955 -1.487043 0.0 0.1 0.1
H 5.528220 3.985777 -3.786013 0.0 0.0 -0.1
H 6.693912 3.492868 -2.563985 0.1 0.0 0.0
H 5.606322 2.295229 -3.277453 0.0 -0.1 -0.1
H 5.398834 5.598051 -1.506971 0.1 0.1 0.0
H 3.747880 6.084668 0.253441 0.0 0.1 0.0
H 2.087579 4.387993 0.910343 0.0 0.0 0.0
H 2.001602 1.076757 -0.721601 -0.1 0.1 0.1
H -0.679784 0.664683 0.135890 0.0 0.1 0.1
H -0.259471 0.471674 1.845848 0.0 0.2 -0.1
H -1.435097 -4.745730 -0.196456 0.0 0.1 0.0
H -3.876582 -0.881529 0.968402 0.0 0.1 0.0
H -6.362848 -1.149592 1.162870 -0.1 0.1 0.0
H -7.345413 -3.398775 0.677741 -0.1 0.1 0.0
H -3.714225 -5.019091 -0.156964 0.1 -0.1 0.0
H 3.733992 1.698887 -1.970317 0.0 -0.1 -0.1
```
Positions in Å, forces in eV/Å.

Properties
**Frontier orbital gap**: 0.315 Eh
**2S+1**: 1
**HOMO level**: -8.49 eV
**Energy above the lowest of the compared OMol25 structures with the same formula, charge and spin**: 0.0 kJ/mol


Entry 6:
The following is a quantum chemistry calculation of C31H32N2ReSi as an isolated structure, from the OMol25 dataset.

```
67
Properties=species:S:1:pos:R:3:forces:R:3
C 0.203078 1.532994 4.476489 2.5 0.5 0.8
C -0.834190 2.434391 4.027367 -1.2 -0.3 -1.5
H 0.329077 0.896530 3.662291 0.8 -1.7 -1.1
H 0.250103 0.993012 5.400364 -0.8 -0.2 0.5
H 1.035569 2.200622 4.469803 1.5 -0.1 0.5
H -0.379067 2.877143 3.129226 -0.3 1.1 0.5
H -1.516358 1.788701 3.524473 -1.9 -0.1 0.2
H -1.228882 3.061281 4.793513 -0.5 0.8 0.0
C 3.514885 0.401375 -0.749143 -0.7 0.2 -1.2
C 4.654107 0.213507 -1.523999 -0.3 0.0 0.0
C 4.635326 0.614983 -2.858223 -0.4 0.2 0.0
C 3.506851 1.263866 -3.369639 -1.2 0.6 -0.3
H 3.418781 0.129565 0.295884 0.1 -0.1 -0.1
H 5.528087 -0.259533 -1.096542 0.0 0.1 0.1
H 5.497137 0.452926 -3.507385 -0.2 0.1 0.2
H 3.480042 1.670106 -4.378311 0.3 -0.3 0.1
N 2.389031 0.921505 -1.320930 1.1 0.7 -1.5
C 2.341206 1.442592 -2.606559 2.1 -1.0 0.5
C 1.113533 2.182669 -2.971740 -2.3 1.1 -0.6
N 0.052123 2.095256 -2.091452 0.8 0.9 -0.2
C -1.091262 2.846301 -2.118851 1.3 -0.7 -0.9
C -0.328890 3.725817 -4.214685 0.2 -0.3 0.2
C -1.303808 3.648989 -3.226555 -0.1 -0.2 0.3
H -1.757026 2.733284 -1.260782 0.0 0.0 -0.4
H -2.229551 4.186682 -3.311060 -0.2 0.2 0.0
C 0.867831 3.027822 -4.060408 1.1 -0.8 0.1
H 1.664931 3.099502 -4.778835 0.0 0.3 -0.4
H -0.492451 4.333257 -5.101636 0.1 -0.1 0.2
Re 0.639343 1.153607 -0.490506 0.4 1.3 1.8
C 1.408365 3.027748 0.087917 0.2 0.7 0.7
H 0.856035 3.885293 -0.347099 -0.2 -0.6 0.3
H 2.460196 3.246937 -0.195861 -0.5 -0.5 0.2
H 1.326769 3.075926 1.190627 0.0 0.0 -0.3
C 2.602867 -4.121013 1.238437 0.0 0.3 -0.1
C 2.616365 -3.340974 0.066552 -0.3 0.0 0.1
C 1.635298 -2.350431 -0.108623 0.9 -0.1 0.1
C 0.650530 -2.104348 0.849696 0.3 0.3 -0.4
C 0.578055 -2.986826 1.938968 0.3 -0.1 0.5
C 1.585317 -3.933641 2.189502 -0.2 0.2 -0.6
Si -0.539244 -0.642194 0.466923 -3.4 -4.6 3.2
C -1.532924 -1.350408 -0.973073 0.1 0.0 -0.9
C -1.626821 -0.681971 -2.184475 -0.2 0.1 -1.0
C -2.285487 -1.206801 -3.309515 -0.2 -0.4 0.1
C -2.885075 -2.475463 -3.203751 0.1 0.3 0.0
C -2.807198 -3.189861 -1.989742 0.3 0.5 0.2
C -2.127269 -2.622940 -0.892955 -0.2 -0.5 -0.2
C -1.851475 -0.816077 1.879943 0.0 0.5 -0.1
C -3.211437 -0.662869 1.558929 -0.3 0.2 0.2
C -4.211363 -0.677965 2.543219 0.3 -0.1 -0.1
C -3.861246 -0.847918 3.891024 0.1 0.1 -0.3
C -2.524364 -1.072489 4.228309 0.3 -0.2 -0.5
C -1.545036 -1.098973 3.219978 -0.1 0.4 0.4
H 3.376604 -4.876637 1.410436 -0.3 0.3 -0.1
H 3.375255 -3.483438 -0.717197 -0.4 -0.1 0.5
H 1.646496 -1.734498 -1.015401 0.1 -0.3 0.1
H -0.282176 -2.952901 2.604689 0.5 0.0 -0.1
H 1.556389 -4.521628 3.119746 0.0 0.2 -0.7
H -1.161144 0.293879 -2.283671 -0.3 -0.3 -0.2
H -2.322505 -0.630125 -4.254401 0.0 -0.5 0.7
H -3.413536 -2.913033 -4.062812 0.3 0.2 0.5
H -3.276052 -4.188077 -1.904634 0.4 0.8 0.0
H -2.050222 -3.190403 0.036200 -0.1 0.1 -0.2
H -3.497307 -0.554905 0.512181 -0.1 0.1 0.3
H -5.258073 -0.564295 2.243735 0.4 0.0 0.2
H -4.621713 -0.808156 4.672109 0.2 -0.1 -0.3
H -2.221914 -1.243661 5.264590 -0.2 0.0 -0.4
H -0.520513 -1.353620 3.487333 -0.3 0.5 0.2
```
Positions in Å, forces in eV/Å.

Properties
**Frontier orbital gap (spin up / spin down)**: 0.197 / 0.181 Eh
**2S+1**: 4
**HOMO level (spin up / spin down)**: -13.51 / -13.54 eV
**Net charge**: +2